(1)
The following is a DFT calculation (wB97M-V/def2-TZVPD) of a cluster of 15 separate species, C11H52N22O15 in total.

Atoms and positions in Å:
C  17.6264  -30.5446  4.7220
O  17.2344  -30.0793  3.6657
N  18.3654  -31.5608  4.8371
N  17.4380  -30.0299  5.8347
H  18.5418  -31.9880  3.9391
H  18.7645  -31.7188  5.7514
H  16.9174  -29.1650  5.8679
H  17.8316  -30.4184  6.6798
C  15.1212  -24.8761  2.4074
O  15.6726  -25.7263  1.8018
N  14.3258  -25.1043  3.3816
N  15.2620  -23.5991  2.2049
H  14.1834  -26.0997  3.4768
H  13.8957  -24.3436  3.8880
H  14.8723  -22.9162  2.8388
H  15.8661  -23.2055  1.4977
C  22.9918  -23.9576  1.5785
O  22.6136  -22.8571  1.2384
N  22.7451  -25.0054  0.8300
N  23.7455  -24.2638  2.5700
H  22.0558  -24.8753  0.1033
H  23.1552  -25.9195  0.9578
H  24.0396  -23.3526  2.8915
H  23.7899  -25.2347  2.8448
C  16.1894  -27.0461  -1.4720
O  16.7744  -27.3453  -2.4334
N  15.9217  -27.8520  -0.4730
N  15.7661  -25.8788  -1.2322
H  15.9874  -28.8486  -0.6232
H  15.6150  -27.4411  0.3971
H  16.2477  -25.1214  -1.6953
H  15.2901  -25.7315  -0.3536
C  18.9987  -30.7409  -1.8423
O  19.0009  -31.8308  -1.2516
N  19.6367  -30.4575  -3.0087
N  18.2508  -29.8815  -1.2668
H  19.8623  -29.4776  -3.1028
H  20.3925  -31.0753  -3.2680
H  17.8106  -30.0182  -0.3681
H  17.9810  -29.0765  -1.8139
C  19.3333  -26.7881  1.2925
O  20.4971  -26.8209  1.4303
N  18.6892  -25.9226  0.5853
N  18.4722  -27.6590  1.7020
H  17.7284  -25.6976  0.8006
H  19.2737  -25.1916  0.2056
H  18.8492  -28.2499  2.4292
H  17.6112  -27.6440  1.1742
C  19.8376  -24.1428  3.8254
O  19.0915  -23.8508  4.7811
N  20.0354  -23.3260  2.8198
N  20.5335  -25.1700  3.7595
H  19.6993  -22.3937  3.0144
H  20.9469  -23.4934  2.4181
H  20.9018  -25.2776  2.8252
H  20.6513  -25.8904  4.4576
C  23.5952  -28.2179  1.9976
O  23.5601  -27.7803  0.8722
N  24.6862  -28.5051  2.6260
N  22.5909  -28.2559  2.7607
H  24.6512  -28.9235  3.5446
H  25.5219  -28.0912  2.2382
H  21.8145  -27.7656  2.3402
H  22.7923  -28.3384  3.7470
C  20.8768  -26.8592  -3.3591
O  20.5527  -27.6213  -4.2791
N  20.0791  -26.5357  -2.3716
N  21.9490  -26.1613  -3.4642
H  20.3146  -25.8219  -1.6970
H  19.2226  -27.0639  -2.2853
H  22.5432  -26.0393  -4.2717
H  22.1952  -25.5196  -2.7241
C  20.1617  -23.0571  -1.0855
O  20.4992  -24.1852  -1.0389
N  19.1460  -22.5807  -1.7682
N  20.7715  -22.1380  -0.4365
H  18.8417  -23.2983  -2.4104
H  18.7860  -21.6609  -1.9792
H  21.5704  -22.3039  0.1587
H  20.3056  -21.2419  -0.4450
C  16.4155  -26.4879  5.7263
O  16.1656  -27.6274  5.9723
N  15.9696  -25.5002  6.4252
N  17.0818  -26.1012  4.7009
H  15.3109  -25.7238  7.1576
H  15.8868  -24.5967  5.9815
H  17.4721  -25.1707  4.6573
H  17.5148  -26.8086  4.1244
O  21.4870  -28.8610  -0.8109
H  22.2581  -28.6283  -0.2936
H  20.9784  -28.0516  -0.8607
O  16.5967  -30.3500  0.8758
H  16.3729  -30.0332  1.7508
H  15.9834  -31.0674  0.7162
O  18.9773  -31.8260  1.9428
H  19.5425  -31.0873  2.1686
H  18.3191  -31.4540  1.3558
O  20.3670  -29.9309  2.8698
H  20.0860  -29.7804  3.7724
H  21.2918  -29.6838  2.8620

## Properties
* HOMO: -7.350 eV
* gap between HOMO and LUMO: 7.02 eV
* ΔE to the lowest compared entry with this formula, charge and spin: 162.0 kcal/mol
* strongest force on any atom: 8.7 eV/A
* lowest unoccupied orbital energy: -0.326 eV

=====

(2)
The following is a DFT calculation (wB97M-V/def2-TZVPD) of a cluster of 2 separate species, C4H8O3 in total.

Atoms and positions in Å:
C  1.7141  -0.1129  1.2191
C  0.3372  0.4732  1.1170
C  -0.7615  -0.2555  0.9446
O  -2.0108  0.2966  0.9046
H  2.4175  0.4202  0.5709
H  2.1056  -0.0523  2.2406
H  1.7241  -1.1678  0.9200
H  0.2244  1.5542  1.1949
H  -0.7171  -1.3448  0.8421
H  -2.4591  -0.0716  0.1260
O  -1.7508  -0.4268  -1.8073
C  -0.5577  -0.3587  -1.9690
O  0.1205  0.7647  -2.1997
H  0.1294  -1.2164  -1.9595
H  -0.5157  1.4979  -2.1443

## Properties
* HOMO: -8.882 eV
* gap between HOMO and LUMO: 9.68 eV
* SMILES string: C/C=C/O.O=CO
* ΔE to the lowest compared entry with this formula, charge and spin: 33.9 kcal/mol
* strongest force on any atom: 0.4 eV/A
* lowest unoccupied orbital energy: 0.797 eV

=====

(3)
The following is a DFT calculation (wB97M-V/def2-TZVPD) of an isolated molecule of C5H6O.

Atoms and positions in Å:
C  -2.5797  0.3877  0.0426
C  -1.3650  -0.0281  -0.1109
C  -0.1831  -0.8183  0.2788
O  0.9910  -1.2184  -0.4630
C  1.2036  -0.0391  0.2398
C  1.2571  1.4036  -0.0695
H  -3.4770  0.7131  -0.2663
H  -0.2542  -1.7003  0.9742
H  1.9343  -0.0061  1.2689
H  0.5878  1.8426  -0.9621
H  2.3914  1.4103  -0.2719
H  0.8920  2.0525  0.6771

## Properties
* HOMO: -9.272 eV
* gap between HOMO and LUMO: 9.98 eV
* SMILES string: C#C[C@H]1O[C@H]1C
* ΔE to the lowest compared entry with this formula, charge and spin: 127.2 kcal/mol
* strongest force on any atom: 9.9 eV/A
* lowest unoccupied orbital energy: 0.711 eV